25 unconnected molecules or ions with the total composition C74H210N12O25 in a non-equilibrium geometry, computed with wB97M-V/def2-TZVPD.

XYZ file:
```
321
Properties=species:S:1:pos:R:3:forces:R:3:mulliken_charge:R:1
C 1.89803 2.76952 -7.22355 0.33 0.66 0.53 -1.342
C 2.39825 3.55211 -5.98191 0.10 -1.70 0.72 1.346
C 3.90671 3.22308 -5.69398 -0.95 -0.22 -0.69 -0.904
O 4.22205 1.83340 -5.57692 0.37 0.06 -1.04 -0.452
C 3.82065 1.20308 -4.39672 -0.88 1.14 1.03 0.304
N 2.12482 4.98530 -5.99822 0.35 -0.50 -0.78 -0.683
H 0.84636 3.00563 -7.38584 0.10 0.01 -0.19 0.404
H 2.00413 1.69922 -7.04661 -0.05 0.01 0.13 0.134
H 2.49142 2.98809 -8.11137 -0.08 0.22 -0.14 0.437
H 1.82015 3.11703 -5.16668 -0.08 0.14 0.33 -0.540
H 4.24622 3.82962 -4.85436 0.12 -0.22 0.40 0.350
H 4.42819 3.55532 -6.59162 0.36 -0.01 -0.01 0.389
H 4.11871 0.16623 -4.24121 0.53 0.16 -0.68 -0.075
H 2.73378 1.21462 -4.31499 -0.37 -0.11 0.04 -0.025
H 4.18624 1.82015 -3.57595 0.09 -0.27 0.44 -0.039
H 2.82989 5.34421 -6.62605 -0.03 0.69 -0.32 0.305
H 2.32587 5.41236 -5.10531 0.06 -0.13 0.29 0.263
C -3.87557 8.92549 -2.57113 0.92 1.37 -0.13 -1.791
C -3.13590 8.38231 -1.35205 -1.04 0.64 -0.49 0.998
C -3.22479 9.30480 -0.10279 0.67 0.46 -1.24 -0.164
O -2.41661 10.50039 -0.36856 -0.11 -1.42 -0.13 -0.339
C -2.37246 11.49157 0.64264 -0.76 -0.78 -0.35 -0.566
N -3.73999 7.10537 -1.07241 0.38 -0.43 0.88 -0.535
H -3.79502 8.34958 -3.49307 0.11 -0.58 0.29 0.390
H -3.34272 9.84603 -2.80945 -0.41 0.46 -0.18 0.446
H -4.93194 9.13124 -2.39839 0.06 -0.03 0.25 0.324
H -2.08055 8.27425 -1.60242 0.36 0.22 -0.03 0.033
H -2.86021 8.69997 0.72748 0.40 0.28 0.35 -0.318
H -4.26446 9.54829 0.11607 -0.16 0.25 -0.10 0.452
H -3.28067 12.08398 0.53161 -0.09 0.31 0.46 0.309
H -1.50606 12.13762 0.50091 0.04 -0.22 -0.10 0.228
H -2.33608 10.99484 1.61218 0.04 0.31 0.29 0.120
H -3.11703 6.67997 -0.40079 -0.16 -0.58 0.66 0.044
H -3.57334 6.53829 -1.89141 -0.26 -0.18 -0.27 0.187
C -2.77540 -3.11230 2.52615 1.32 -1.43 -1.43 0.472
C -3.01083 -3.71266 3.89636 1.15 -0.16 -0.59 0.456
C -1.74938 -4.27072 4.67068 -0.27 -1.14 -1.70 -0.468
O -1.23203 -5.41558 3.87527 0.77 -0.20 1.38 -0.226
C -0.17130 -6.19077 4.54591 -1.17 0.71 0.46 -0.873
N -3.62652 -2.65264 4.58740 -1.37 0.85 2.65 -0.823
H -2.15817 -3.75802 1.90151 0.24 -0.05 -0.22 -0.912
H -2.27838 -2.14316 2.56895 0.03 0.04 0.23 -0.368
H -3.69622 -3.00760 1.95237 -0.22 0.09 0.28 0.588
H -3.74547 -4.51482 3.82615 0.24 -0.35 0.00 0.300
H -2.04081 -4.62807 5.65833 -0.16 0.02 0.05 0.487
H -0.92177 -3.56892 4.77378 -0.12 0.43 -0.05 -0.217
H -0.45088 -6.59707 5.51795 -0.90 0.03 0.16 0.429
H 0.68677 -5.59241 4.85213 0.31 0.30 -0.81 0.226
H 0.07894 -7.08624 3.97704 0.10 0.49 -0.54 0.281
H -3.02198 -1.84512 4.63759 0.07 0.04 -0.14 0.387
H -4.45899 -2.38396 4.08252 -0.13 0.09 0.14 0.304
C -2.21265 -8.51780 1.58029 -0.87 0.33 -0.33 -1.504
C -2.33233 -7.25919 0.72226 -0.88 -0.10 -0.41 0.244
C -3.55390 -6.34899 0.93352 -0.07 -0.80 -0.15 0.325
O -4.72234 -7.05499 0.50464 1.04 0.36 -0.12 -0.429
C -5.90897 -6.34040 0.68938 -1.17 -1.08 0.01 -0.715
N -1.14255 -6.50820 0.89399 0.86 1.68 -0.25 0.998
H -1.89672 -8.24494 2.58718 -0.25 0.22 0.17 0.168
H -1.39848 -9.13580 1.20175 -0.32 -0.30 -0.22 0.319
H -3.18784 -9.00272 1.62474 0.24 -0.54 0.04 0.451
H -2.43080 -7.42506 -0.35054 0.17 -0.91 -0.14 0.442
H -3.45805 -5.48463 0.27642 0.24 0.31 0.20 -0.051
H -3.60421 -6.03854 1.97716 -0.30 0.14 0.26 -0.006
H -6.03622 -5.34187 0.27125 0.95 0.41 0.19 0.190
H -6.17396 -6.41840 1.74379 -0.24 0.57 0.18 0.335
H -6.66407 -6.89239 0.12972 -0.14 -0.28 0.14 0.312
H -1.04658 -6.30627 1.87893 0.24 0.33 0.26 -0.611
H -0.33559 -7.04767 0.61495 0.12 0.03 0.07 -0.307
C 3.77576 3.32051 3.19027 1.13 -1.05 0.73 -0.686
C 3.86076 2.77995 4.66429 -0.16 2.05 -0.28 0.723
C 4.90133 3.53892 5.56623 0.34 -0.55 -0.29 -1.231
O 6.21364 3.45296 5.05367 1.38 -0.08 -0.23 -0.267
C 7.24004 3.97191 5.91753 -0.50 0.08 -0.43 -0.825
N 2.55143 3.06423 5.26236 0.83 -0.21 0.79 -0.636
H 4.73956 3.09650 2.73310 0.07 0.50 -0.44 0.487
H 3.50804 4.37650 3.15403 0.41 0.15 0.18 0.291
H 3.00897 2.82198 2.59731 -0.11 -0.34 0.30 -0.155
H 4.09484 1.71573 4.69162 -0.10 -0.02 -0.05 -0.218
H 4.91132 3.09783 6.56294 -0.42 -0.20 0.19 0.474
H 4.70209 4.60259 5.69665 -0.71 0.22 -0.15 0.365
H 7.46694 3.32781 6.76709 -0.33 -0.22 0.14 0.308
H 6.99559 4.96901 6.28376 -0.36 0.11 0.17 0.319
H 8.18095 4.11085 5.38510 -0.23 -0.33 -0.47 0.253
H 2.41901 4.03705 5.02534 -0.55 0.21 0.17 0.378
H 1.89381 2.50644 4.73655 -0.42 -0.08 -0.12 0.253
C -4.00898 3.47907 2.54330 0.08 0.20 0.11 1.007
C -4.78888 4.53819 3.32184 -0.48 -1.69 0.09 0.498
C -6.27083 4.06764 3.53093 1.38 2.36 -0.39 -0.600
O -6.90693 5.30438 3.92095 0.46 -0.91 0.00 -0.351
C -8.27458 5.22567 3.73494 -1.36 -0.35 -0.02 -0.794
N -4.11449 4.62572 4.64564 0.20 -0.06 -0.55 -0.513
H -3.00553 3.88250 2.40748 0.19 -0.49 0.04 -0.794
H -4.39471 3.24132 1.55194 -0.25 0.27 0.09 -0.688
H -4.02453 2.55630 3.12324 0.40 -0.23 0.01 0.274
H -4.65092 5.45164 2.74333 -0.72 0.29 0.36 -0.025
H -6.28552 3.30382 4.30840 -0.15 0.03 0.40 0.356
H -6.73158 3.61704 2.65185 -0.05 0.33 -0.37 0.243
H -8.67857 4.35070 4.24416 -0.20 -0.17 0.26 0.326
H -8.54865 5.10386 2.68701 0.11 0.08 -0.32 0.286
H -8.80771 6.09788 4.11325 0.39 0.15 0.11 0.270
H -4.16737 3.67408 4.97983 0.47 -0.23 0.33 0.300
H -4.58605 5.15356 5.36615 -0.52 0.46 -0.33 0.211
C 3.81863 -1.70183 3.93076 -1.02 0.65 -0.94 -1.431
C 2.26384 -1.65885 3.67560 0.63 -0.95 0.67 2.873
C 1.82105 -3.00646 3.06265 0.04 -0.12 -0.09 -1.059
O 2.47480 -3.21085 1.82089 0.88 -0.45 -0.19 0.806
C 2.21223 -4.48119 1.24182 0.01 -0.64 0.71 -0.495
N 1.61423 -1.37913 4.94222 0.25 -0.42 0.62 -0.774
H 4.31639 -1.99610 3.00678 0.06 0.12 -0.03 0.254
H 4.15049 -2.40163 4.69775 -0.47 -0.09 0.19 0.347
H 4.13565 -0.69565 4.20501 0.13 -0.06 0.04 0.054
H 1.96032 -0.81398 3.05741 0.57 -0.22 -0.56 -1.799
H 0.75597 -3.17098 2.89943 -0.55 0.71 0.00 -0.297
H 2.05103 -3.80301 3.77028 0.57 -0.23 0.22 0.173
H 1.14188 -4.68690 1.23023 -0.22 -0.04 -0.09 0.427
H 2.70464 -5.26097 1.82283 -0.10 -0.14 0.34 -0.181
H 2.61863 -4.63440 0.24209 -0.02 0.87 -0.11 -0.218
H 0.60433 -1.38870 4.93224 -0.19 -0.41 -0.15 -0.471
H 1.97989 -1.93648 5.70100 -0.09 -0.09 0.04 0.453
C 5.13803 -5.47200 3.66981 -0.29 1.54 0.99 -0.781
C 5.76520 -6.52131 4.57448 -0.11 0.84 -1.48 0.544
C 5.04077 -6.67479 5.91133 0.03 0.44 0.12 -0.999
O 4.91738 -5.49323 6.71048 0.24 0.06 0.17 -0.332
C 6.14094 -4.87277 7.10188 0.22 -0.27 -0.77 -0.733
N 5.69986 -7.74644 3.80502 -0.07 -1.38 0.40 -0.700
H 5.22953 -4.49514 4.14468 0.13 0.19 0.15 -0.103
H 4.05599 -5.57014 3.58222 -0.01 -0.50 -0.25 -0.004
H 5.60643 -5.31753 2.69779 0.04 -0.55 -0.07 0.540
H 6.81646 -6.25683 4.68848 0.15 0.30 0.59 0.363
H 5.53007 -7.47565 6.46569 0.17 -0.10 0.32 0.426
H 4.00805 -6.98141 5.74532 0.03 -0.07 -0.21 0.334
H 6.03674 -4.11527 7.87869 -0.71 -0.22 0.01 0.264
H 6.56393 -4.36399 6.23567 0.26 0.07 -0.07 0.269
H 6.87054 -5.59805 7.46211 0.04 -0.24 0.03 0.328
H 6.15868 -7.64960 2.91047 -0.08 0.39 -0.18 0.211
H 6.26498 -8.44469 4.26674 -0.07 -0.45 0.20 0.279
C 2.22142 0.29922 0.37228 0.07 0.85 0.41 -0.642
C 0.89723 -0.43001 0.49016 0.85 -0.64 -0.06 2.997
C -0.20433 0.24396 -0.29800 -1.08 -0.52 0.77 -0.492
O -0.69600 1.35497 0.45309 1.07 -0.51 -0.23 0.305
C -1.47543 2.23763 -0.29201 -0.01 0.73 -0.38 -0.051
N 1.09246 -1.78310 0.00042 -0.78 -0.47 -1.32 -0.073
H 2.22344 1.11505 1.09512 0.15 0.16 -0.01 -0.312
H 2.38402 0.74672 -0.60824 -0.19 -0.15 -0.09 0.264
H 3.10124 -0.31312 0.56988 -0.24 -0.21 0.24 -0.605
H 0.61634 -0.49117 1.54157 -0.37 0.39 0.20 -0.156
H -1.03506 -0.44915 -0.43059 -0.29 -0.45 0.22 0.307
H 0.07156 0.43319 -1.33539 0.53 0.76 0.01 -0.678
H -2.53999 2.00748 -0.24925 -0.20 -0.13 0.06 -0.089
H -1.16997 2.24454 -1.33831 0.00 -0.04 -0.24 -0.086
H -1.30747 3.24754 0.08213 -0.21 0.06 0.16 -0.318
H 0.21966 -2.29118 0.01388 -0.51 -0.01 -0.36 -0.314
H 1.68414 -2.37478 0.56605 0.41 0.77 0.45 0.322
C 7.20281 -4.77010 -4.54640 -0.26 -0.75 0.13 -1.279
C 7.33291 -5.96941 -3.56136 0.83 1.81 0.17 0.516
C 6.22727 -6.09889 -2.53214 -0.21 -0.06 0.24 -0.524
O 6.31106 -5.10477 -1.50252 0.16 -0.43 -0.44 -0.408
C 5.35198 -5.26439 -0.47685 -0.40 -0.13 -0.71 -0.083
N 7.57542 -7.16531 -4.33099 -0.26 -0.88 -0.15 -0.737
H 8.07678 -4.79149 -5.19743 -0.05 0.00 -0.03 0.425
H 7.13324 -3.77615 -4.10448 0.04 -0.26 0.37 0.224
H 6.31208 -4.91499 -5.15771 -0.09 0.03 -0.21 0.283
H 8.23639 -5.71812 -3.00577 0.26 -0.38 0.20 0.204
H 6.24768 -7.08669 -2.07176 0.38 -0.30 0.23 0.348
H 5.30095 -6.12008 -3.10622 -0.74 0.62 0.22 0.226
H 5.35187 -4.38683 0.16967 0.02 0.05 -0.21 -0.067
H 5.45986 -6.15497 0.14228 0.64 -0.30 0.10 0.433
H 4.38093 -5.41202 -0.94946 -0.44 0.38 0.03 0.006
H 7.50472 -7.99573 -3.76047 0.50 -0.09 0.55 0.275
H 6.84314 -7.37267 -4.99497 -0.27 0.63 -0.49 0.272
C -3.46184 -0.42391 -6.76155 0.66 0.45 0.14 -1.052
C -2.88990 1.00006 -6.69999 -1.16 -1.17 0.42 1.630
C -1.36612 0.95569 -6.77502 -0.23 1.62 0.01 -0.989
O -0.68950 0.47785 -5.62822 -0.56 -0.95 0.36 0.295
C -0.72959 1.28302 -4.43861 0.30 0.21 -1.21 0.334
N -3.52250 1.75264 -7.77765 0.91 -0.01 -0.35 -0.878
H -4.52233 -0.47031 -6.51394 -0.02 0.11 -0.07 0.375
H -2.90734 -1.01686 -6.03420 -0.03 -0.35 -0.18 -0.337
H -3.30088 -0.75276 -7.78821 -0.06 -0.42 0.09 0.461
H -3.27770 1.42271 -5.77312 0.70 0.15 0.52 -0.398
H -1.00910 1.96455 -6.98195 -0.01 0.57 0.15 -0.017
H -1.05583 0.44869 -7.68867 0.11 -0.78 0.35 0.288
H -1.71355 1.61341 -4.10579 -0.32 -0.29 -0.18 0.088
H -0.16119 2.18070 -4.68194 0.19 0.30 0.39 -0.128
H -0.25172 0.72341 -3.63451 0.05 -0.05 -0.20 -0.466
H -4.46520 1.90849 -7.45034 -0.08 0.23 -0.16 0.400
H -3.05517 2.64683 -7.82366 -0.17 0.41 -0.19 0.289
C -0.69446 2.93781 4.05854 -2.28 1.56 0.33 -1.059
C -0.48273 1.58300 4.64708 0.97 0.51 -1.23 0.318
C -1.68319 0.63432 4.40301 0.77 -0.03 0.37 -0.608
O -1.50796 -0.71135 4.87466 0.16 0.46 2.54 0.421
C -1.56599 -0.74774 6.36675 0.91 -0.35 -0.86 -1.160
N 0.75394 1.18293 3.98986 -0.20 -1.28 0.38 0.754
H -0.00485 3.70255 4.41589 0.31 -0.35 -0.17 0.383
H -1.66556 3.30917 4.38593 -0.27 0.27 0.14 0.193
H -0.79060 2.97912 2.97357 0.46 -0.35 -0.17 -0.210
H -0.17995 1.76571 5.67812 -0.59 -0.50 0.39 0.642
H -1.82469 0.48036 3.33326 -0.09 0.46 -0.16 -0.527
H -2.56722 1.06803 4.87043 -0.31 0.03 -0.08 0.625
H -2.50107 -0.37836 6.78780 -0.10 0.09 -0.39 0.379
H -0.71827 -0.22802 6.81324 -0.06 0.60 -0.28 0.356
H -1.38945 -1.75989 6.73075 -0.45 -0.30 -0.58 0.302
H 0.96403 0.28334 4.39819 0.83 0.01 -0.25 0.470
H 0.60077 1.07497 2.99739 -0.15 0.03 -0.30 -0.798
C 4.63743 -2.84383 -3.23270 0.93 -0.27 -1.39 -1.986
C 3.25793 -2.60083 -2.69492 0.78 0.36 0.74 1.647
O 3.43933 -1.62787 -1.66418 0.33 0.27 -0.52 1.572
H 4.70957 -3.62474 -3.98972 -0.45 -0.63 0.43 0.318
H 5.41533 -2.99002 -2.48330 -0.37 -0.30 0.20 0.277
H 5.03579 -2.04956 -3.86400 -0.35 0.80 0.27 0.605
H 2.86932 -3.48333 -2.18673 -0.28 -0.35 -0.44 -0.540
H 2.59405 -2.22788 -3.47484 -0.23 -0.21 0.00 -0.472
H 2.64219 -1.59458 -1.13025 -0.79 -0.01 0.22 -0.857
C 1.49471 -7.55644 -1.78932 -0.31 0.13 0.80 -0.658
C 2.15309 -8.17865 -0.54738 0.14 0.58 -1.73 -0.189
O 1.51912 -7.66438 0.63342 0.95 -0.77 -0.72 -0.497
H 1.85636 -8.02969 -2.70221 0.00 0.11 0.04 0.511
H 1.67012 -6.48078 -1.80598 0.31 0.04 -0.15 -0.170
H 0.40841 -7.63219 -1.74117 -0.10 -0.37 -0.06 0.241
H 3.21029 -7.93368 -0.64941 0.25 0.57 0.68 0.131
H 2.20961 -9.25731 -0.69375 -0.84 -0.36 0.75 0.410
H 2.13116 -7.84362 1.35097 -0.09 0.02 0.36 0.174
C -0.89355 -2.96052 -2.76179 -0.75 -0.34 -0.73 -0.486
C -0.68362 -4.11518 -1.80665 1.21 -0.58 -0.63 -0.072
O -1.58364 -4.07425 -0.77031 -1.25 1.44 0.95 0.705
H -0.07876 -2.81320 -3.47068 0.22 -0.02 0.29 -0.241
H -1.12813 -2.02349 -2.25676 0.33 -0.04 0.28 -0.068
H -1.76720 -3.16303 -3.38130 -0.05 0.01 -0.11 0.537
H 0.35312 -4.10293 -1.47033 0.35 0.24 0.40 -0.329
H -0.78585 -5.11509 -2.22833 0.06 0.01 -1.03 0.569
H -1.47804 -4.84674 -0.21020 0.35 -0.75 0.57 -0.632
C -4.47531 -2.99487 -4.14931 -0.09 0.50 -0.57 -0.703
C -4.44038 -3.16250 -2.67441 0.37 -0.12 0.75 1.449
O -5.37809 -4.15056 -2.30864 -0.36 -0.70 0.51 -0.591
H -3.80620 -2.20584 -4.49256 -0.14 0.13 -0.01 -0.235
H -5.51554 -2.76183 -4.37670 0.07 0.15 -0.48 0.383
H -4.20056 -3.90098 -4.68928 0.01 -0.15 0.13 0.395
H -4.75904 -2.27178 -2.13295 0.12 0.32 -0.20 -0.339
H -3.45442 -3.43120 -2.29521 -0.02 0.08 0.07 -0.806
H -4.92073 -4.99188 -2.37635 -0.18 -0.23 0.05 0.371
C 0.08352 -3.25339 -6.44330 1.37 0.82 -0.12 -1.006
C 1.24210 -2.25824 -6.25295 -1.23 0.47 1.11 0.389
O 2.47641 -2.92846 -6.17193 0.45 -0.12 -0.58 -0.514
H 0.31021 -3.76454 -7.37895 -0.50 -0.28 0.03 0.465
H -0.85695 -2.70315 -6.47274 -0.05 -0.19 -0.07 0.030
H 0.11608 -3.94023 -5.59756 -0.22 -0.17 -0.16 0.194
H 1.10111 -1.72714 -5.31158 -0.25 0.07 0.36 -0.274
H 1.23865 -1.43019 -6.96175 0.04 -0.30 -0.59 0.472
H 3.10667 -2.31932 -6.56349 0.38 -0.22 0.08 0.316
C -5.17391 1.13336 -3.61049 -0.09 -0.13 -0.39 0.121
C -6.25178 1.25346 -4.69993 0.10 -0.22 0.97 -0.579
O -5.81719 1.97627 -5.83458 0.78 0.05 -0.31 -0.511
H -5.44488 0.41227 -2.83932 -0.76 0.31 0.22 0.201
H -4.99367 2.10683 -3.15447 0.37 -0.12 0.03 -0.230
H -4.26348 0.64023 -3.95116 0.25 0.55 -0.54 -0.074
H -7.08998 1.83211 -4.31174 -0.32 -0.46 0.39 0.348
H -6.54332 0.23394 -4.95227 -0.32 -0.01 -0.26 0.396
H -6.51602 1.96214 -6.49264 -0.16 0.01 0.04 0.309
C 7.18311 -0.21106 0.44462 -1.23 0.07 0.08 -1.506
C 6.00713 -0.93138 -0.24109 1.45 -0.42 -0.20 1.824
O 5.94901 -0.49862 -1.59476 0.02 0.19 0.60 -0.707
H 8.14341 -0.57454 0.07882 -0.13 0.08 -0.11 0.324
H 7.13789 -0.34159 1.52584 0.08 -0.10 0.06 0.367
H 7.06576 0.85348 0.24197 0.27 0.08 -0.01 0.331
H 5.02062 -0.89390 0.22096 0.15 0.67 0.35 -0.924
H 6.24040 -1.99613 -0.23935 0.08 -0.44 0.04 -0.114
H 5.09788 -0.86441 -1.84650 -0.48 0.12 -0.60 0.081
C -4.88661 -0.50298 0.69945 -0.78 0.19 0.10 -0.228
C -6.25939 0.19211 0.83210 1.55 -0.78 0.83 0.430
O -6.92013 0.22331 -0.38872 -0.49 0.68 -1.07 -0.611
H -4.22148 0.05607 0.04130 -0.04 -0.11 -0.14 -0.074
H -5.11712 -1.48906 0.29623 0.48 -0.18 -0.15 0.294
H -4.38923 -0.63046 1.66094 -0.07 0.03 0.07 0.115
H -6.09039 1.21090 1.18082 -0.43 0.09 0.00 -0.572
H -6.85621 -0.38734 1.53647 -0.07 0.28 0.43 0.389
H -7.12163 -0.67171 -0.67144 -0.04 -0.08 -0.03 0.341
C -1.45111 8.59580 3.36046 -0.75 0.42 0.00 -1.264
C -2.61246 7.62345 3.55481 0.47 0.96 -0.87 0.045
O -2.02549 6.38139 3.65437 1.10 -1.54 0.46 -0.664
H -0.66933 8.33798 4.07493 -0.07 0.18 0.08 0.387
H -1.83610 9.59992 3.53835 0.32 0.19 0.07 0.348
H -1.01754 8.58725 2.36045 -0.10 -0.22 -0.07 0.139
H -3.26160 7.53982 2.68319 -0.45 0.85 -0.09 0.049
H -3.18565 7.90755 4.43733 -0.10 -0.11 0.13 0.557
H -2.64795 5.77069 4.05586 -0.39 -0.83 0.40 0.215
C -0.76967 5.48674 -3.49962 0.15 -0.22 -0.24 -0.330
C -2.08047 5.20062 -4.22227 0.34 0.06 -0.41 0.162
O -3.10413 5.19027 -3.27810 -1.02 -0.17 1.28 -0.217
H -0.56585 4.68389 -2.79110 -0.13 -0.10 0.11 -0.123
H -0.76793 6.41815 -2.93343 -0.34 0.09 -0.10 0.221
H 0.09253 5.51861 -4.16573 -0.18 0.01 -0.29 0.151
H -2.09812 4.21710 -4.69182 0.61 -0.14 -0.32 -0.349
H -2.39032 5.92846 -4.97216 0.74 0.26 -0.33 0.398
H -3.91106 4.91965 -3.72222 -0.18 -0.02 0.08 0.098
C -5.66782 4.02133 -0.78128 0.52 1.29 -0.62 0.614
C -7.02495 3.80654 -1.46415 2.02 -1.28 1.64 -0.075
O -7.77242 3.13376 -0.46803 -1.72 0.37 0.13 -0.612
H -5.04477 3.12865 -0.72629 -0.13 -0.22 -0.24 -0.381
H -5.75566 4.39629 0.23841 -0.47 0.01 -0.01 0.226
H -5.11623 4.81030 -1.29253 0.38 -0.11 -0.13 -0.211
H -6.83710 3.09357 -2.26696 -0.37 0.43 -0.65 -0.254
H -7.45700 4.75483 -1.78379 -0.37 -0.33 0.13 0.454
H -7.48787 2.21865 -0.41150 0.03 -0.24 -0.29 0.268
C 0.64779 5.59725 1.37648 1.01 0.83 -0.61 -1.118
C -0.38524 6.24729 0.42885 0.82 -1.38 2.11 -0.319
O -1.63097 5.83820 0.95265 -1.19 -0.13 -1.80 1.598
H 0.48768 5.88156 2.41650 0.00 0.33 -0.03 0.253
H 1.61728 5.95267 1.02737 0.41 0.09 0.41 0.490
H 0.74162 4.51138 1.39052 -0.60 -0.14 -0.50 -0.107
H -0.17362 5.87973 -0.57525 -0.70 -0.03 -0.11 0.019
H -0.29044 7.33301 0.44710 0.10 0.16 -0.10 0.491
H -1.65753 5.96958 1.90326 0.19 0.17 0.66 -0.677
C 3.65398 3.23072 -0.49563 0.70 -0.29 0.24 0.173
C 4.99162 3.25378 -1.26578 -1.22 0.34 1.00 -0.559
O 4.92994 4.32051 -2.17518 -0.07 0.79 -0.91 -0.542
H 3.41670 4.17347 -0.00267 0.11 0.31 -0.44 0.327
H 3.74010 2.54873 0.35030 0.00 -0.33 -0.24 -0.295
H 2.82792 2.91456 -1.13263 -0.01 0.10 0.00 0.107
H 5.12088 2.31334 -1.80148 0.38 -0.18 0.33 0.129
H 5.78472 3.48971 -0.55626 0.24 -0.60 0.11 0.489
H 5.82720 4.57122 -2.40680 0.00 0.01 -0.13 0.279
```
Positions in Å, forces in eV/Å.

Properties
HOMO-LUMO gap = 8.714 eV
Energy above the lowest of the compared OMol25 structures with the same formula, charge and spin = 2.892 eV
Charge = 0
E_LUMO = 0.219 eV